1.
# C7H14BNO

A 2-piece molecular cluster, C7H14BNO overall at a distorted geometry (the ωB97M-V functional and the def2-TZVPD basis, the OMol25 dataset).

```
24
Properties=species:S:1:pos:R:3:forces:R:3:lowdin_charge:R:1
B 2.3183 -0.0455 0.2474 0.2 -1.2 -0.6 -0.9008
C -2.1128 -2.7154 -0.7305 1.3 3.1 1.2 0.2583
C -1.6562 -1.6787 -0.2685 -1.2 -3.8 -1.6 -0.0753
C 3.4691 -0.9757 -0.2917 -1.7 -1.8 2.5 -0.0348
C -2.2615 1.1327 -1.1199 3.9 -2.8 -2.3 -0.0478
C -1.4555 1.5822 1.2731 0.9 -0.1 -1.2 -0.0319
C -1.0599 -0.6927 0.3945 0.4 3.1 0.3 0.0410
C -1.2312 0.7264 -0.0579 0.2 0.1 1.5 -0.3493
N 1.8236 -0.0323 1.5033 -1.7 -0.2 2.3 0.1480
O 1.6551 0.7719 -0.6732 1.3 1.4 -3.8 -0.0043
H -2.4392 -3.5719 -1.1669 -0.9 -1.9 -1.0 0.0250
H 4.1983 -1.0497 0.5145 -0.1 -0.8 0.2 0.0549
H 3.9672 -0.4087 -0.9479 2.0 1.5 -3.5 -0.0138
H 3.0509 -1.9558 -0.6606 0.9 1.0 0.2 0.0813
H -1.9334 2.0499 -1.5351 -0.1 1.3 0.1 0.0716
H -3.1488 1.1386 -0.6578 -3.7 0.2 1.0 0.0342
H -2.1767 0.4572 -2.0444 -0.6 0.5 1.4 0.1142
H -0.9169 1.1373 2.0799 1.6 0.2 0.3 0.0511
H -2.4187 1.4143 1.7158 -1.3 0.2 -0.7 0.0654
H -1.2444 2.6670 1.1295 -0.1 -1.0 0.2 0.1006
H -0.4733 -0.9806 1.2694 0.1 0.7 0.1 0.1196
H -0.2519 0.8964 -0.5962 0.2 0.1 1.1 0.1410
H 2.1416 -0.7107 2.2056 0.1 0.3 -0.7 0.0062
H 2.1563 0.8439 -1.5823 -1.5 -0.4 2.8 0.1458
```
Positions in Å, forces in eV/Å.

Output
largest force on an atom: 5.28 eV/A
gap between HOMO and LUMO (alpha / beta): 4.600 / 4.601 eV
net charge: 0
energy relative to the best compared isomer or geometry (same formula, charge and spin): 557.5 kJ/mol
energy: -11694.6101 eV
lowest unoccupied orbital energy (alpha / beta): -2.74 / -2.74 eV

---

2.
# CH12N2O3

A 4-piece molecular cluster, CH12N2O3 overall at a distorted geometry (the ωB97M-V functional and the def2-TZVPD basis, the OMol25 dataset).

```
18
Properties=species:S:1:pos:R:3:forces:R:3:lowdin_charge:R:1
N 0.6555 -0.3111 -1.5856 0.3 -0.6 -2.0 -0.0273
C -0.5621 -1.1517 -1.3593 0.7 0.8 -0.7 -0.3417
N -0.4075 -2.4101 -0.6865 0.1 3.3 -1.4 0.0468
H 1.3293 -0.2528 -0.8317 -0.3 -0.4 0.3 0.0371
H 1.1349 -0.5998 -2.4724 -0.4 0.4 1.4 0.0717
H -1.1437 -0.3825 -0.8517 -0.9 -1.2 0.6 0.0755
H -1.0175 -1.3170 -2.3728 0.4 0.4 0.7 0.1130
H 0.1099 -3.0730 -1.1373 1.2 -2.0 -1.0 0.0340
H -0.8826 -2.6121 0.1077 -1.3 -0.6 2.5 0.0277
O 0.0047 1.8648 2.4226 -1.7 -0.2 -2.8 -0.1441
H 0.0220 1.9110 1.3757 0.3 0.3 3.0 0.0595
H -0.9763 1.6688 2.4095 1.5 0.2 0.7 0.0702
O -1.1125 2.0610 0.1182 -0.2 -0.4 -1.2 -0.0670
H -0.6613 1.5295 -0.5738 -0.3 0.4 0.1 0.0405
H -1.9649 2.3519 -0.2422 0.5 -0.1 0.0 0.0782
O 1.6847 -0.0913 1.7211 -0.7 0.7 0.5 -0.1030
H 1.1923 0.6177 2.2404 0.5 -1.0 -0.7 0.0092
H 2.5950 0.1969 1.7179 0.4 0.0 0.1 0.0196
```
Positions in Å, forces in eV/Å.

Output
largest force on an atom: 3.61 eV/A
structure (SMILES): NCN.O.O.O
gap between HOMO and LUMO: 9.395 eV
net charge: 0
energy relative to the best compared isomer or geometry (same formula, charge and spin): 114.2 kJ/mol
energy: -10353.5785 eV
lowest unoccupied orbital energy: 0.60 eV